The following is a DFT calculation (ωB97M-V with the def2-TZVPD basis set) of a structure of composition C27H48NORhSi.

Summary:
Strongest force on any atom, eV/Å: 0.91
<S²>: 6.01
Net charge: +2
Multiplicity: 5
E_LUMO (alpha / beta), eV: -5.11 / -7.91
Relative energy (zero: lowest compared OMol25 entry of this formula, charge and spin), kcal/mol: 9.6

```
79
C27H48NORhSi ωB97M-V with the def2-TZVPD basis set
Rh 0.70967 0.81126 0.05649
C 3.89577 1.85861 0.40182
C 3.09881 1.04591 -0.57970
C 3.40617 -0.30399 -0.79123
C 2.91350 -0.99762 -1.89046
C 3.42262 -2.36543 -2.22886
C 1.98166 -0.36072 -2.71940
C 1.59214 0.95580 -2.51763
C 0.70462 1.65990 -3.50232
C 2.18560 1.67320 -1.45449
H 4.13428 1.28869 1.30025
H 3.38786 2.78247 0.67568
H 4.84610 2.13710 -0.05646
H 4.12790 -0.78120 -0.13901
H 3.33791 -3.05561 -1.38671
H 4.48055 -2.31103 -2.48717
H 2.89147 -2.78863 -3.07814
H 1.59061 -0.89513 -3.57638
H 0.22882 2.53465 -3.06423
H -0.06680 0.99601 -3.89099
H 1.30027 1.99943 -4.35103
H 2.08642 2.75441 -1.43789
O 1.18730 1.94700 2.07726
H 2.05691 1.99448 2.49146
H 0.64130 2.62228 2.49723
C 0.20163 -3.24044 2.86694
C 1.05233 -2.36496 2.01678
C 1.83484 -3.02780 0.92897
C 1.76355 -1.20914 2.64615
Si -0.72051 -1.08574 0.70500
C -1.31430 -2.43181 -0.50413
C -0.31786 -2.58069 -1.65495
C -1.55321 -3.81623 0.11429
C -2.63855 -1.91471 -1.10286
C -2.01853 -0.58235 2.04715
C -2.93462 0.48123 1.41419
C -2.87678 -1.77311 2.49282
C -1.39530 0.05171 3.29082
H 0.86848 -3.92759 3.40634
H -0.46531 -3.87223 2.27961
H -0.36488 -2.69886 3.61898
H 2.76681 -3.40966 1.36774
H 2.12743 -2.31695 0.14984
H 1.32645 -3.87829 0.48254
H 2.70565 -1.55835 3.08614
H 1.19834 -0.70217 3.42196
H 2.00704 -0.52582 1.84294
H 0.66235 -2.91761 -1.31926
H -0.19404 -1.64507 -2.19296
H -0.69681 -3.32217 -2.36135
H -0.63530 -4.26884 0.48368
H -1.93908 -4.47511 -0.66646
H -2.28223 -3.80785 0.91683
H -2.54052 -0.92464 -1.55600
H -3.45588 -1.89049 -0.38478
H -2.92907 -2.59851 -1.90344
H -3.47385 0.13090 0.53457
H -2.38819 1.38669 1.16120
H -3.68414 0.75989 2.15867
H -3.49697 -2.17013 1.69187
H -3.55418 -1.42516 3.27642
H -2.28893 -2.58754 2.91509
H -0.85479 0.96439 3.05167
H -0.72568 -0.61822 3.81608
H -2.19519 0.31496 3.98442
C -2.71105 5.87068 -2.17705
C -2.01838 4.70572 -1.54775
C -0.89904 4.87410 -0.73461
C -0.27163 3.77309 -0.19353
N -0.68882 2.51463 -0.39767
C -1.75818 2.34839 -1.18603
C -2.44229 3.39674 -1.76417
H -2.68661 6.74291 -1.52697
H -3.74478 5.63584 -2.41767
H -2.20452 6.13911 -3.10616
H -0.51782 5.86199 -0.51871
H 0.60356 3.89511 0.43241
H -2.07617 1.32785 -1.35414
H -3.30595 3.19047 -2.37957
```